[1]
Below is a molecular structure, C43H45N4PRuSi, with properties calculated with ωB97M-V/def2-TZVPD.

XYZ file:
```
95
C43H45N4PRuSi | the OMol25 dataset | ωB97M-V/def2-TZVPD
Ru -0.09211 0.25568 -0.27665
C -0.15500 -1.60612 0.73527
Si 0.44558 -2.73688 -0.68001
C -0.72099 -2.15008 -2.03474
N -0.69544 -0.64776 -2.14899
C -2.04444 -0.12166 -2.53763
C -2.49386 -0.64315 -3.90233
C -1.33727 -0.62837 -4.91857
C -0.22114 0.30381 -4.45408
C 0.36566 -0.17829 -3.13136
C 0.06568 -4.47926 -0.21703
C -1.24269 -4.87552 0.09369
C -1.52458 -6.19893 0.38985
C -0.50020 -7.13965 0.38903
C 0.80310 -6.75932 0.09577
C 1.09084 -5.43315 -0.20012
C 2.22023 -2.52600 -1.14248
C 3.17646 -2.11450 -0.20928
C 4.52465 -2.06727 -0.54365
C 4.93389 -2.43788 -1.81734
C 3.99890 -2.86678 -2.75358
C 2.65353 -2.91112 -2.41741
H 0.44031 -1.61980 1.64616
H -1.19349 -1.82329 0.99315
H -1.72779 -2.44617 -1.72784
H -0.54024 -2.60885 -3.00907
H -1.99249 0.96269 -2.54725
H -2.75182 -0.41938 -1.76359
H -3.31228 -0.00235 -4.23430
H -2.90466 -1.64780 -3.80441
H -1.69949 -0.31713 -5.89586
H -0.93172 -1.63465 -5.04940
H -0.60029 1.32332 -4.36137
H 0.58976 0.33089 -5.18216
H 0.96748 0.61352 -2.67409
H 1.03994 -1.01295 -3.29870
H -2.05355 -4.15093 0.10398
H -2.53879 -6.49864 0.62252
H -0.72010 -8.17373 0.62225
H 1.59769 -7.49492 0.09761
H 2.11250 -5.14667 -0.42428
H 2.87365 -1.84367 0.79911
H 5.25571 -1.75446 0.19240
H 5.98422 -2.40689 -2.07804
H 4.32091 -3.17834 -3.73950
H 1.94104 -3.27758 -3.15251
N 1.01308 2.70589 9.73316
C 0.86225 2.43035 8.62780
C 0.67111 2.08894 7.23710
C 1.31730 0.98098 6.69631
C 1.14583 0.67001 5.35948
C 0.30821 1.44354 4.55874
C -0.33954 2.54957 5.10733
C -0.15645 2.87648 6.44013
C 0.12838 1.12512 3.11706
C -1.15929 0.89537 2.66942
C -2.33874 0.80105 3.47889
C -3.39286 0.55480 2.64262
C -2.85247 0.51429 1.33396
N -1.54240 0.71441 1.33372
C 1.31298 1.11713 2.32922
C 2.59639 1.48425 2.73276
C 3.46707 1.34248 1.63840
C 2.70542 0.88156 0.59285
N 1.39507 0.75336 0.98235
H 1.95206 0.37029 7.32480
H 1.64811 -0.19409 4.94013
H -0.98232 3.16250 4.48631
H -0.65026 3.73852 6.86863
H -2.36769 0.88935 4.55397
H -4.43026 0.41660 2.90626
H -3.39527 0.34977 0.41137
H 2.86234 1.83026 3.72081
H 4.52858 1.53510 1.61694
H 3.02265 0.62490 -0.40627
C -0.56507 3.66911 0.82832
P -0.21564 2.71085 -0.66998
C 1.36956 3.38924 -1.23158
C -1.44946 3.27607 -1.85823
C -1.09541 3.70176 -3.13757
C -2.07858 4.13067 -4.02025
C -3.41064 4.13174 -3.63126
C -3.76923 3.70384 -2.35659
C -2.79348 3.27377 -1.47210
H -1.50342 3.36215 1.28465
H -0.62487 4.71777 0.53639
H 0.24447 3.53281 1.54652
H 1.23706 4.45726 -1.40617
H 1.73064 2.91536 -2.14441
H 2.10742 3.23935 -0.44545
H -0.05869 3.71646 -3.45118
H -1.80129 4.47396 -5.00934
H -4.17331 4.47713 -4.31861
H -4.80829 3.71609 -2.05204
H -3.07835 2.94181 -0.47853
```

Output
Charge: +2
HOMO-LUMO gap (spin up / spin down), eV: 7.1030 / 5.3354
Spin multiplicity: 5

[2]
Below is a molecular structure, C43H46ClIMoN8O4S, with properties calculated with ωB97M-V/def2-TZVPD.

XYZ file:
```
105
C43H46ClIMoN8O4S | the OMol25 dataset | ωB97M-V/def2-TZVPD
Mo 0.29504 0.30571 -0.02089
O 1.27093 2.04496 0.52952
N 0.78702 3.26782 0.19841
C 1.40497 4.33697 0.74760
C 1.01016 5.59866 0.41040
C -0.02704 5.75641 -0.51483
C -0.62205 4.64963 -1.06887
C -0.19662 3.36566 -0.70981
S -0.75682 1.92273 -1.47447
H 2.20350 4.10703 1.43689
H 1.50637 6.44648 0.85810
H -0.35479 6.74659 -0.80030
H -1.41001 4.73739 -1.80357
I -1.68743 -1.66213 0.37606
C -1.33838 -2.64551 -1.41811
C -1.91261 -3.85177 -1.67359
C -1.69470 -4.44102 -2.93683
C -0.93933 -3.78685 -3.86323
C -0.35077 -2.52533 -3.58982
C 0.41187 -1.86306 -4.57598
C 0.96159 -0.64530 -4.30572
C 0.78953 -0.05896 -3.03954
C 0.07673 -0.65237 -2.01553
C -0.53171 -1.91397 -2.31517
H -2.52836 -4.35149 -0.93807
H -2.13854 -5.40098 -3.15991
H -0.77667 -4.22425 -4.84010
H 0.54175 -2.33335 -5.54236
H 1.54226 -0.12265 -5.05450
H 1.28274 0.88954 -2.87357
C 7.29688 1.65182 -4.09939
C 6.33263 0.84543 -3.21391
C 4.91625 1.15884 -3.70760
C 6.64922 -0.63814 -3.44896
C 6.56104 1.21314 -1.71119
O 7.92948 0.92371 -1.38625
C 6.37560 2.71127 -1.33278
C 5.04978 3.36384 -0.89371
C 4.10746 3.87271 -1.95659
C 2.87455 3.27960 -2.20146
C 2.01335 3.77445 -3.16995
C 2.38143 4.89348 -3.89751
Cl 1.28994 5.53212 -5.08036
C 3.60538 5.50649 -3.67686
C 4.45484 4.99207 -2.70929
C 5.92041 0.24540 -0.67407
N 4.51160 -0.14818 -0.78650
C 3.43662 0.41042 -0.25734
N 2.34914 -0.25582 -0.63632
C 2.85548 -1.28445 -1.38464
N 4.15320 -1.25350 -1.48062
H 7.11951 1.38153 -5.14079
H 8.34326 1.41946 -3.89498
H 7.14750 2.72962 -4.02465
H 4.79858 0.74489 -4.71113
H 4.74594 2.23212 -3.77814
H 4.12779 0.72586 -3.08988
H 6.63473 -0.83722 -4.52153
H 5.92223 -1.30110 -2.98582
H 7.64169 -0.88962 -3.07619
H 8.50203 1.55101 -1.84127
H 6.79982 3.31766 -2.13477
H 7.05167 2.83247 -0.48332
H 5.34849 4.22857 -0.29430
H 4.51273 2.72048 -0.19930
H 2.58240 2.39598 -1.64488
H 1.06423 3.29327 -3.37217
H 3.88437 6.37876 -4.25169
H 5.40708 5.48060 -2.53472
H 6.06005 0.67589 0.31763
H 6.48282 -0.68315 -0.71392
H 3.44338 1.26400 0.39099
H 2.25572 -2.04958 -1.84688
N 2.26108 1.10893 3.02507
C 2.01752 -0.22414 2.93538
C 2.46550 -1.06114 3.97965
C 2.38310 -2.41740 3.84403
C 1.87533 -2.95018 2.65123
C 1.40439 -2.08085 1.71304
N 1.38472 -0.72534 1.85296
H 2.42075 1.50188 3.94571
H 1.93942 1.71512 2.28689
H 2.90828 -0.59818 4.85123
H 2.73947 -3.06815 4.63141
H 1.84940 -4.01352 2.46652
H 1.01778 -2.46610 0.77956
O 2.02093 1.95356 5.92972
C 0.71523 1.90913 6.51720
N -0.21685 1.60808 5.47526
C -0.97745 2.57317 4.87732
O -1.09038 3.70559 5.28232
C -1.63709 2.15182 3.59217
C -2.91125 2.57250 3.23947
C -3.38751 2.22459 1.98552
C -2.56266 1.54392 1.10793
N -1.30775 1.18074 1.42476
C -0.88849 1.45664 2.66524
H 2.64311 2.29342 6.58360
H 0.44588 2.87401 6.94280
H 0.67503 1.13314 7.28204
H -0.30082 0.65415 5.16527
H -3.50373 3.15490 3.93340
H -4.38462 2.49573 1.66912
H -2.89905 1.29838 0.11100
H 0.10955 1.15168 2.91858
```

Output
Charge: +2
HOMO-LUMO gap (spin up / spin down), eV: 7.3352 / 6.7587
Spin multiplicity: 3

[3]
Below is a molecular structure, C43H46Li2O19S, with properties calculated with ωB97M-V/def2-TZVPD.

XYZ file:
```
111
C43H46Li2O19S | the OMol25 dataset | ωB97M-V/def2-TZVPD
Li 2.75933 1.90783 1.07565
Li -1.20505 -2.49997 0.81643
S 0.63921 0.01696 -0.09527
O -0.33157 1.12473 -0.23994
O 1.08105 -0.31042 -1.37957
O 1.71736 0.51946 0.70669
O -0.02182 -1.08394 0.57910
C -3.58217 -0.61431 0.91597
O -3.27540 -1.83180 1.53100
H -4.57198 -0.69510 0.42768
H -2.93210 -0.21806 0.14828
H -3.64330 -0.01159 1.71636
H -3.79209 -1.87304 2.31969
C 4.59411 -1.40478 -4.35681
C 5.06526 -0.74369 -5.52164
C 4.28908 0.25608 -6.09281
C 3.20118 0.82386 -5.51487
C 2.77077 0.30655 -4.24701
C 3.47501 -0.82643 -3.76390
O 2.93642 -1.33724 -2.61605
O 4.82164 0.87549 -7.29001
H 5.13866 -2.16946 -3.87371
H 6.03484 -1.48963 -5.88385
H 2.80524 1.81833 -6.01725
H 1.93642 0.65460 -3.73173
H 2.07922 -0.90397 -2.11777
H 5.43211 0.22268 -7.89517
C -1.77108 -3.24855 -4.31982
C -3.06385 -3.53690 -4.43225
C -3.97396 -3.08199 -3.54175
C -3.59241 -2.17790 -2.47912
C -2.13322 -1.78092 -2.41277
C -1.31299 -2.26343 -3.33719
O -0.00646 -1.86309 -3.28654
O -5.33394 -3.24020 -3.72059
H -1.09825 -3.82925 -4.93805
H -3.43737 -4.14327 -5.27098
H -4.34465 -1.76970 -1.73657
H -1.73781 -1.01934 -1.75845
H 0.36782 -1.21754 -2.74771
H -5.90937 -2.49654 -3.40926
C -4.04413 1.63304 -2.88125
C -5.37530 1.41365 -2.58402
C -6.01505 1.88597 -1.46620
C -5.14141 2.29233 -0.44222
C -3.76307 2.55333 -0.63855
C -3.11059 2.09184 -1.82694
O -1.79122 2.31204 -2.02696
O -7.33548 1.82410 -1.21277
H -3.67080 1.27277 -3.98705
H -6.11929 0.84164 -3.34823
H -5.79853 2.75999 0.52452
H -3.18908 3.03704 0.13054
H -1.31297 1.62590 -1.58471
H -7.86266 2.42940 -0.63170
C 3.89689 -1.84137 1.53911
C 5.12358 -2.51178 1.47358
C 6.00840 -2.72701 2.56849
C 5.45442 -2.26651 3.83473
C 4.23005 -1.58069 3.93684
C 3.46887 -1.28399 2.73431
O 2.29822 -0.54749 2.97109
O 7.17602 -3.23504 2.42661
H 3.21001 -1.54348 0.65498
H 5.31963 -2.84547 0.51563
H 6.16631 -2.30258 4.66400
H 3.80288 -1.10834 4.79843
H 1.95556 -0.16566 2.06172
H 7.67825 -3.35881 3.22659
C 0.04377 -2.61029 4.63624
C -0.61581 -3.04144 5.79888
C -1.50267 -4.12557 5.80144
C -1.71672 -4.84598 4.63940
C -1.02765 -4.37510 3.45071
C -0.07194 -3.38773 3.42453
O 0.55410 -3.14145 2.28446
O -2.12226 -4.53283 6.93624
H 0.79554 -1.93673 4.72268
H -0.25264 -2.57316 6.77528
H -2.62777 -5.59597 4.76044
H -1.38354 -4.82581 2.52516
H 1.29963 -2.71295 2.38036
H -1.50456 -4.27709 7.73024
C -1.46584 3.28941 5.09514
C -1.74642 3.36407 3.75965
C -1.26810 2.40234 2.84639
C -0.71070 1.20274 3.34836
C -0.56522 1.11528 4.79612
C -0.88153 2.15025 5.66185
O -0.34536 2.01424 6.95857
O -1.29931 2.55410 1.51961
H -1.49549 4.13920 5.61322
H -2.01077 4.35520 3.31656
H -0.43490 0.39320 2.76842
H -0.02211 0.31207 5.25872
H -0.77299 2.07747 7.61769
H -1.13799 1.81890 0.91554
C 1.26630 3.50295 -2.30315
C 1.43290 4.16140 -3.56232
C 1.98157 5.43335 -3.45227
C 2.27384 6.06367 -2.19699
C 1.98639 5.44166 -0.97355
C 1.49355 4.13864 -1.03039
O 1.05718 3.45820 0.07220
O 2.11758 6.08346 -4.72892
H 0.75591 2.56764 -2.43732
H 1.32149 3.37797 -4.31552
H 2.75429 7.04893 -2.29177
H 2.33288 5.81449 0.01733
H 0.37113 2.81144 -0.30532
H 1.81084 5.39053 -5.47293
```

Output
Charge: 0
HOMO-LUMO gap, eV: 6.6097
Spin multiplicity: 1

[4]
Below is a molecular structure, C43H47BN11O3PbS, with properties calculated with ωB97M-V/def2-TZVPD.

XYZ file:
```
107
C43H47BN11O3PbS | the OMol25 dataset | ωB97M-V/def2-TZVPD
Pb 0.50746 0.20699 -0.68940
O -4.38200 -0.44474 -7.46750
C -4.22785 -1.57484 -7.24522
O -4.06640 -2.70428 -7.02301
C -3.27625 -0.89912 -4.43704
C -2.88470 0.39936 -4.29900
C -1.82483 0.60771 -3.40998
N -1.26970 -0.40467 -2.74376
C -1.66780 -1.66250 -2.92974
C -2.70750 -1.96984 -3.81341
C -0.90300 -2.74279 -2.22089
C -1.30989 -4.06962 -2.26768
C -0.52149 -5.04272 -1.67573
C 0.65748 -4.67061 -1.05681
C 0.97971 -3.32450 -1.02721
N 0.21684 -2.38155 -1.57829
C -1.18929 1.96183 -3.28366
C -1.80635 3.11120 -3.75908
C -1.08813 4.29632 -3.78981
C 0.22491 4.30416 -3.35302
C 0.74571 3.13022 -2.83313
N 0.05237 1.99434 -2.77829
H -3.32340 1.20828 -4.86827
H -3.01076 -2.98839 -4.01596
H -2.23192 -4.35381 -2.75308
H -0.82706 -6.08071 -1.70267
H 1.31337 -5.39940 -0.60136
H 1.88376 -2.97873 -0.53615
H -2.83208 3.09162 -4.10020
H -1.55188 5.20026 -4.16364
H 0.82833 5.20062 -3.39492
H 1.75289 3.09249 -2.42939
C 0.55353 4.06760 0.37216
C 1.86718 3.35613 0.45281
C 3.10647 3.91189 0.79290
C 4.00650 2.86519 0.74254
C 5.47695 2.89143 1.00786
N 3.32506 1.75961 0.38543
N 2.00752 2.05669 0.20295
B 3.89821 0.33467 0.19973
N 3.19813 -0.67532 1.13946
N 1.85634 -0.88702 1.08674
C 1.55424 -1.78018 2.02231
C 0.14263 -2.22447 2.24761
C 2.72209 -2.16729 2.69156
C 3.74352 -1.43792 2.10698
C 5.20304 -1.45934 2.42822
N 3.73901 -0.10898 -1.28152
N 2.53377 -0.13958 -1.92763
C 2.76875 -0.54665 -3.17868
C 1.69927 -0.72499 -4.20607
C 4.13644 -0.77157 -3.34469
C 4.71665 -0.48544 -2.12205
C 6.15961 -0.56674 -1.74054
H 0.69243 5.06097 -0.05526
H -0.16912 3.52542 -0.23918
H 0.12035 4.19267 1.36764
H 3.32252 4.93806 1.04637
H 5.77351 3.90330 1.27472
H 5.74880 2.22622 1.82781
H 6.04586 2.58779 0.12856
H 5.06152 0.35445 0.46645
H -0.48398 -1.98996 1.38425
H 0.09955 -3.29876 2.42764
H -0.28646 -1.72452 3.11902
H 2.81187 -2.87063 3.50482
H 5.38180 -2.17015 3.23246
H 5.79744 -1.76327 1.56546
H 5.55969 -0.47948 2.74800
H 0.97108 0.08186 -4.15624
H 2.14876 -0.73619 -5.19727
H 1.17282 -1.67080 -4.06199
H 4.63814 -1.10082 -4.24114
H 6.73721 -0.89470 -2.60230
H 6.54603 0.39843 -1.41212
H 6.31782 -1.28060 -0.93081
C -2.85608 4.46514 3.21318
C -2.11083 3.33479 3.91536
N -2.82170 2.05545 3.85456
C -3.76903 1.76149 4.93716
C -3.12415 0.98170 6.07323
C -2.65183 1.18979 2.85473
S -1.63396 1.64026 1.51741
N -3.26560 0.01454 2.91853
C -2.98267 -0.83213 1.91737
O -2.17396 -0.57673 0.99131
C -3.63139 -2.17413 1.97426
C -4.54041 -2.48619 2.98274
C -5.12138 -3.74416 3.02677
C -4.79711 -4.69454 2.06776
C -3.89251 -4.38508 1.06110
C -3.31177 -3.12720 1.01396
H -2.31764 5.40541 3.33803
H -3.85605 4.58583 3.63344
H -2.95673 4.25883 2.14722
H -1.98100 3.57271 4.97083
H -1.11737 3.19836 3.48616
H -4.60084 1.20186 4.52081
H -4.14607 2.72077 5.29369
H -2.72061 0.04136 5.69824
H -3.86793 0.75963 6.84005
H -2.31817 1.55110 6.54025
H -4.78019 -1.73470 3.72222
H -5.83020 -3.98408 3.80916
H -5.25162 -5.67710 2.10498
H -3.64653 -5.12634 0.31235
H -2.60780 -2.86625 0.23545
```

Output
Charge: +1
HOMO-LUMO gap (spin up / spin down), eV: 7.4645 / 7.3350
Spin multiplicity: 1

We obtain energy above the lowest of the compared OMol25 structures with the same formula, charge and spin values of 0.0000 0.0000 0.0000 0.0000 eV for the records listed above, in that order.